ORCA calculation (ωB97M-V with the def2-TZVPD basis set) on 7 unconnected molecules or ions with the total composition C31H42ClF3O26S in a non-equilibrium geometry.

```
104
Properties=species:S:1:pos:R:3:lowdin_charge:R:1
C 1.812 -3.233 1.940 -0.149
C 1.251 -2.016 1.008 -0.225
C -0.182 -1.465 1.474 -0.473
Cl -0.513 -1.919 3.249 0.639
C -0.411 0.107 1.259 -0.304
C -1.893 0.383 0.714 -0.080
C -3.072 0.177 1.785 -0.214
C -4.428 -0.448 1.120 -0.173
S -5.710 -0.371 2.486 0.739
O -5.842 1.059 2.967 -0.362
O -7.071 -0.822 2.046 -0.337
O -5.080 -1.309 3.727 -0.192
O 0.393 0.423 0.063 -0.008
C 0.677 1.815 -0.027 -0.375
O 0.864 2.538 -1.018 0.124
O 0.684 2.248 1.332 0.030
C 0.295 1.154 2.248 -0.243
C -0.566 1.950 3.339 -0.028
C -0.557 1.301 4.803 -0.166
O -0.461 2.108 5.777 -0.010
C 1.756 0.739 2.826 -0.080
O 2.326 1.755 3.689 0.022
C 3.423 1.228 4.429 -0.457
F 4.496 0.890 3.580 0.107
F 3.069 0.183 5.300 0.110
F 3.877 2.295 5.257 0.092
H 2.806 -3.541 1.442 0.086
H 2.115 -2.829 2.979 0.060
H 1.063 -4.087 2.004 0.075
H 1.155 -2.463 -0.039 0.121
H 2.085 -1.242 0.990 0.099
H -0.982 -2.017 0.861 0.123
H -2.033 1.408 0.222 0.152
H -2.067 -0.389 -0.131 0.124
H -3.386 1.233 2.134 0.108
H -2.779 -0.387 2.730 0.085
H -4.276 -1.502 0.719 0.125
H -4.762 0.310 0.325 0.135
H -5.712 -1.222 4.477 0.103
H -0.068 2.985 3.451 0.148
H -1.648 2.155 3.047 0.120
H -0.642 0.189 5.044 0.099
H 2.441 0.677 1.896 0.150
H 1.755 -0.318 3.271 0.121
O -1.276 -2.147 -2.013 0.127
C -0.810 -1.428 -2.855 -0.542
O 0.317 -1.704 -3.561 0.071
C 0.407 -0.736 -4.600 -0.121
C -0.396 0.410 -4.065 -0.117
O -1.344 -0.232 -3.223 0.063
H 1.446 -0.464 -4.789 0.129
H -0.022 -1.156 -5.512 0.104
H 0.205 1.097 -3.461 0.125
H -0.894 0.974 -4.854 0.139
O -1.544 -1.375 -7.215 0.151
C -0.829 -1.609 -8.148 -0.539
O -1.239 -1.628 -9.444 0.070
C -0.071 -1.715 -10.250 -0.130
C 0.934 -2.330 -9.323 -0.128
O 0.498 -1.892 -8.044 0.057
H -0.253 -2.328 -11.134 0.137
H 0.215 -0.708 -10.569 0.136
H 0.913 -3.423 -9.349 0.137
H 1.951 -1.990 -9.525 0.138
O -7.069 2.984 8.840 0.148
C -6.801 3.153 7.685 -0.548
O -6.109 4.223 7.204 0.059
C -5.804 3.945 5.842 -0.139
C -6.855 2.956 5.455 -0.128
O -7.150 2.300 6.682 0.064
H -5.845 4.854 5.242 0.138
H -4.796 3.526 5.784 0.126
H -7.766 3.437 5.084 0.138
H -6.499 2.245 4.709 0.097
O 4.927 -2.343 -6.793 0.136
C 5.030 -1.715 -5.773 -0.543
O 4.096 -1.701 -4.783 0.055
C 4.680 -1.038 -3.669 -0.125
C 5.741 -0.189 -4.299 -0.129
O 6.094 -0.927 -5.460 0.067
H 3.934 -0.446 -3.135 0.134
H 5.092 -1.788 -2.988 0.138
H 5.367 0.793 -4.604 0.136
H 6.606 -0.051 -3.648 0.138
O 6.451 -5.028 -2.510 0.148
C 6.272 -5.475 -3.607 -0.549
O 5.104 -5.374 -4.297 0.062
C 5.363 -5.819 -5.622 -0.131
C 6.558 -6.707 -5.456 -0.133
O 7.213 -6.150 -4.324 0.064
H 4.502 -6.352 -6.028 0.137
H 5.572 -4.949 -6.252 0.123
H 6.283 -7.742 -5.232 0.134
H 7.212 -6.695 -6.329 0.136
O -2.213 4.671 4.068 0.144
C -2.107 5.297 5.085 -0.538
O -3.040 5.313 6.073 0.042
C -2.459 5.977 7.188 -0.122
C -1.396 6.824 6.558 -0.129
O -1.043 6.084 5.396 0.071
H -3.205 6.569 7.720 0.139
H -2.048 5.227 7.870 0.141
H -1.770 7.806 6.251 0.135
H -0.532 6.962 7.209 0.137
```

SMILES string: CC[C@@H](Cl)[C@]1(CCCS(=O)(=O)O)OC(=O)O[C@]1(CC=O)COC(F)(F)F.O=C1OCCO1.O=C1OCCO1.O=C1OCCO1.O=C1OCCO1.O=C1OCCO1.O=C1OCCO1
Charge: 0
Frontier orbital gap in eV: 10.2

***

ORCA calculation (ωB97M-V with the def2-TZVPD basis set) on a single C3H9N3S2 molecule in a non-equilibrium geometry.

```
17
Properties=species:S:1:pos:R:3:lowdin_charge:R:1
C -1.921 -0.317 0.895 -0.211
C 1.443 -1.927 0.599 -0.765
C 0.639 2.213 -1.022 -0.196
N 1.043 -0.697 0.034 -0.359
N -0.433 1.523 -0.331 -0.411
N -2.650 0.622 0.457 0.013
S 0.992 -3.510 -0.198 0.595
S -0.220 0.189 0.490 0.815
H 1.018 -2.155 1.665 0.076
H 2.591 -2.064 0.615 0.075
H 0.994 -3.045 -1.542 -0.109
H -0.100 2.611 -1.915 0.120
H 1.419 1.547 -1.365 0.045
H 0.930 3.132 -0.458 0.070
H -3.615 0.351 0.422 0.107
H -2.283 1.136 -0.296 0.045
H 0.154 0.389 1.949 0.090
```

Charge: 0
Relative energy (zero: lowest compared OMol25 entry of this formula, charge and spin) in eV: 6.6208
Frontier orbital gap in eV: 8.4

***

ORCA calculation (ωB97M-V with the def2-TZVPD basis set) on 2 unconnected molecules or ions with the total composition C10H16 in a non-equilibrium geometry.

```
26
Properties=species:S:1:pos:R:3:lowdin_charge:R:1
C 1.685 0.810 -2.096 -0.075
C 0.271 0.329 -2.038 -0.296
C -0.018 -1.037 -1.926 -0.042
C -1.363 -1.365 -1.742 -0.087
C -2.322 -0.379 -1.935 -0.108
C -2.047 0.987 -1.930 -0.077
C -0.710 1.311 -2.040 -0.068
H 1.971 1.351 -1.167 0.082
H 1.886 1.712 -2.687 0.077
H 2.467 0.058 -2.189 0.074
H 0.870 -1.649 -2.025 0.107
H -1.605 -2.409 -1.605 0.098
H -3.364 -0.687 -1.863 0.099
H -2.846 1.683 -2.067 0.096
H -0.405 2.347 -2.206 0.115
C 0.476 1.077 3.007 -0.106
C 0.332 -0.194 2.166 -0.344
C 0.619 -1.536 2.794 -0.150
H 0.672 1.917 2.350 0.063
H 1.385 0.863 3.596 0.074
H -0.332 1.141 3.730 0.067
H -0.680 -0.398 1.780 0.102
H 0.986 -0.113 1.289 0.090
H -0.098 -1.678 3.605 0.072
H 0.573 -2.286 2.002 0.064
H 1.595 -1.856 3.198 0.071
```

SMILES string: Cc1ccccc1.CCC
Charge: 0
Relative energy (zero: lowest compared OMol25 entry of this formula, charge and spin) in eV: 1.2228
Frontier orbital gap in eV: 9.8

***

ORCA calculation (ωB97M-V with the def2-TZVPD basis set) on a molecular structure, C37H43O2ReSi in a non-equilibrium geometry.

```
84
Properties=species:S:1:pos:R:3:lowdin_charge:R:1
O -0.664 0.927 -2.901 -0.110
C 0.451 0.974 -3.814 -0.133
C -0.219 2.057 -4.657 -0.076
H 0.550 0.000 -4.291 0.103
H 1.387 1.299 -3.322 0.121
C -1.323 2.035 -3.563 -0.571
H -0.695 1.717 -5.557 0.051
H 0.352 2.992 -4.784 0.129
C -2.705 1.589 -3.971 -0.002
H -2.724 0.550 -4.317 0.098
H -3.079 2.259 -4.755 0.099
H -3.360 1.646 -3.096 0.083
C -1.267 3.391 -2.954 -0.030
H -0.228 3.701 -2.830 0.091
H -1.782 3.437 -1.998 0.056
H -1.755 4.072 -3.658 0.111
Re -0.522 1.010 1.465 1.396
C 0.625 2.693 2.463 -0.144
C 1.670 1.775 2.110 -0.193
C 1.653 1.558 0.701 -0.136
H 2.395 1.359 2.799 0.098
C 0.593 2.354 0.143 -0.182
C -0.006 3.108 1.234 -0.204
H -0.720 3.922 1.134 0.133
H 0.391 3.062 3.459 0.131
H 2.334 0.933 0.138 0.115
H 0.360 2.438 -0.917 0.102
C -2.454 0.506 2.262 -0.192
C -2.441 1.844 1.754 -0.167
C -2.149 1.768 0.342 -0.191
H -2.658 2.734 2.326 0.137
C -1.947 0.387 -0.006 -0.153
C -2.155 -0.385 1.174 -0.195
H -2.122 -1.470 1.233 0.117
H -2.682 0.237 3.285 0.102
H -2.191 2.585 -0.359 0.102
H -1.713 0.009 -0.997 0.121
O -0.067 -0.130 -6.304 -0.209
C -0.515 0.738 -7.367 -0.214
C -0.106 0.183 -8.745 -0.139
H -0.074 1.757 -7.276 0.117
H -1.607 0.831 -7.265 0.124
C 0.914 -0.942 -8.395 -0.139
H 0.311 0.989 -9.355 0.108
H -1.011 -0.198 -9.241 0.111
C 0.749 -1.180 -6.870 -0.173
H 1.940 -0.600 -8.598 0.109
H 0.740 -1.855 -8.966 0.105
H 1.724 -1.164 -6.353 0.117
H 0.264 -2.161 -6.681 0.122
C 0.308 1.270 7.135 -0.069
C 1.474 1.179 6.373 -0.064
C 1.457 0.492 5.157 -0.117
C 0.291 -0.163 4.729 -0.278
C -0.886 -0.051 5.488 -0.093
C -0.869 0.644 6.702 -0.066
Si 0.328 -1.085 3.108 0.759
C 2.082 -1.605 2.838 -0.340
C 2.605 -1.533 1.535 -0.130
C 3.943 -1.858 1.303 -0.078
C 4.745 -2.334 2.351 -0.072
C 4.189 -2.529 3.627 -0.064
C 2.860 -2.148 3.871 -0.092
C -0.659 -2.660 3.237 -0.276
C -0.045 -3.869 2.859 -0.081
C -0.671 -5.093 3.113 -0.068
C -1.946 -5.118 3.688 -0.071
C -2.615 -3.916 3.952 -0.069
C -1.995 -2.695 3.671 -0.121
H 0.309 1.839 8.066 0.110
H 2.408 1.642 6.704 0.114
H 2.360 0.471 4.545 0.089
H -1.814 -0.502 5.133 0.074
H -1.782 0.696 7.297 0.110
H 1.962 -1.222 0.707 0.084
H 4.349 -1.745 0.293 0.107
H 5.800 -2.565 2.166 0.109
H 4.792 -2.970 4.427 0.110
H 2.444 -2.286 4.879 0.120
H 0.922 -3.847 2.344 0.104
H -0.168 -6.022 2.836 0.111
H -2.434 -6.073 3.897 0.110
H -3.633 -3.919 4.346 0.109
H -2.572 -1.770 3.765 0.073
```

2S+1: 4
Charge: +1
Relative energy (zero: lowest compared OMol25 entry of this formula, charge and spin) in eV: 0.9790
Frontier orbital gap (alpha / beta) in eV: 6.0 / 5.9

***

ORCA calculation (ωB97M-V with the def2-TZVPD basis set) on a gas-phase ion, C3H7ClN5 (charge +1) in a non-equilibrium geometry.

```
16
Properties=species:S:1:pos:R:3:lowdin_charge:R:1
H 0.229 1.503 -2.847 0.083
N 0.667 1.480 -1.942 0.216
C 0.438 0.546 -1.154 -0.384
C 1.263 0.240 0.029 -0.059
C 0.526 -0.070 1.295 -0.540
N 0.842 0.363 2.398 0.256
H 0.294 0.174 3.145 0.043
N -0.703 -0.520 1.122 0.168
N -1.185 -1.136 -0.461 -0.264
Cl -0.060 -2.629 -0.474 0.670
N -0.774 -0.211 -1.306 0.013
H 1.783 -0.639 -0.090 0.072
H 2.124 1.107 0.062 0.217
H -1.163 -0.969 1.888 0.141
H -2.222 -1.406 -0.454 0.209
H -1.212 -0.272 -2.192 0.159
```

SMILES string: [H]/N=C1/C/C(=N/[H])N[NH+](Cl)N1
Charge: +1
Relative energy (zero: lowest compared OMol25 entry of this formula, charge and spin) in eV: 6.4897
Frontier orbital gap (alpha / beta) in eV: 8.5 / 8.5

***

ORCA calculation (ωB97M-V with the def2-TZVPD basis set) on 7 unconnected molecules or ions with the total composition C19H55N3O10 in a non-equilibrium geometry.

```
87
Properties=species:S:1:pos:R:3:lowdin_charge:R:1
C 14.215 -8.132 -15.834 -0.172
O 13.476 -7.236 -15.015 -0.113
H 15.303 -8.095 -15.783 0.071
H 13.837 -9.089 -15.473 0.068
H 13.872 -8.217 -16.865 0.070
H 13.581 -6.321 -15.287 0.073
C 18.209 -15.321 -14.167 0.010
C 18.010 -16.850 -13.865 -0.305
C 18.595 -17.761 -14.997 -0.155
O 18.684 -19.077 -14.492 -0.174
C 18.700 -20.024 -15.587 -0.040
N 18.614 -17.195 -12.652 0.329
H 19.160 -14.981 -13.758 0.097
H 17.334 -14.693 -13.999 0.079
H 18.361 -15.179 -15.237 0.086
H 16.958 -17.120 -13.772 0.176
H 19.532 -17.385 -15.408 0.147
H 18.037 -17.744 -15.934 0.135
H 17.887 -19.911 -16.305 0.105
H 18.814 -21.028 -15.178 0.104
H 19.651 -19.961 -16.116 0.098
H 19.578 -16.895 -12.613 0.164
H 18.570 -18.204 -12.663 0.138
C 15.015 -10.486 -19.883 -0.082
C 16.296 -10.425 -20.545 -0.423
C 16.729 -9.010 -20.987 -0.182
O 18.034 -8.807 -21.565 -0.203
C 18.336 -7.353 -21.685 -0.052
N 17.324 -10.870 -19.575 0.072
H 14.967 -9.860 -18.992 0.077
H 14.671 -11.474 -19.576 0.079
H 14.306 -9.874 -20.440 0.098
H 16.180 -11.135 -21.364 0.139
H 16.497 -8.285 -20.207 0.131
H 16.083 -8.762 -21.830 0.124
H 19.214 -7.169 -22.303 0.088
H 18.311 -6.908 -20.691 0.082
H 17.550 -6.872 -22.268 0.078
H 18.111 -10.590 -20.143 0.070
H 17.312 -11.880 -19.586 0.033
C 12.443 -10.366 -8.890 -0.050
C 12.804 -10.735 -10.346 -0.428
C 14.227 -10.484 -10.803 -0.245
O 15.134 -11.495 -10.564 -0.195
C 16.484 -11.251 -10.988 -0.078
N 12.323 -12.079 -10.683 0.035
H 11.445 -10.771 -8.723 0.077
H 12.464 -9.297 -8.680 0.074
H 13.208 -10.743 -8.211 0.075
H 12.191 -10.106 -10.992 0.129
H 14.598 -9.518 -10.462 0.129
H 14.208 -10.438 -11.892 0.114
H 16.452 -11.024 -12.054 0.056
H 17.081 -12.154 -10.860 0.085
H 16.968 -10.361 -10.586 0.089
H 12.579 -12.451 -11.587 0.066
H 12.814 -12.632 -9.995 0.063
C 15.708 -15.386 -19.865 -0.278
C 16.075 -13.894 -19.992 -0.231
O 17.430 -13.732 -19.684 -0.082
O 14.347 -15.577 -19.945 -0.041
H 16.061 -15.839 -18.939 0.114
H 16.074 -15.988 -20.697 0.126
H 15.505 -13.252 -19.320 0.099
H 15.873 -13.693 -21.044 0.129
H 17.935 -14.478 -20.017 0.100
H 14.216 -16.146 -20.708 0.095
C 16.230 -11.803 -14.996 -0.220
C 16.467 -11.786 -16.495 -0.227
O 16.323 -10.432 -16.918 -0.119
O 17.287 -11.101 -14.360 -0.066
H 16.200 -12.851 -14.701 0.099
H 15.311 -11.248 -14.806 0.119
H 15.729 -12.360 -17.055 0.111
H 17.455 -12.024 -16.889 0.122
H 16.495 -10.538 -17.857 0.007
H 17.296 -10.182 -14.635 0.086
C 19.694 -9.075 -17.887 -0.214
C 20.887 -8.088 -18.231 -0.229
O 21.300 -7.399 -17.075 -0.064
O 18.689 -8.600 -16.980 -0.070
H 20.201 -9.901 -17.388 0.105
H 19.294 -9.522 -18.798 0.078
H 20.602 -7.376 -19.005 0.103
H 21.814 -8.582 -18.522 0.116
H 20.851 -6.557 -17.182 0.084
H 18.045 -9.301 -16.857 0.028
```

2S+1: 2
Charge: +1
Frontier orbital gap (alpha / beta) in eV: 7.7 / 1.9

***

ORCA calculation (ωB97M-V with the def2-TZVPD basis set) on a single CH3IO3S molecule in a non-equilibrium geometry.

```
9
Properties=species:S:1:pos:R:3:lowdin_charge:R:1
C -1.161 -0.523 0.183 -0.140
O 0.209 -0.666 0.441 -0.412
S 1.004 0.596 -0.191 0.152
O 0.957 1.707 0.689 -0.316
O 0.624 0.833 -1.543 -0.319
I 3.033 -0.563 -0.014 0.751
H -1.333 -0.550 -0.833 0.053
H -1.604 0.462 0.519 0.115
H -1.728 -1.294 0.751 0.114
```

SMILES string: COS(=O)(=O)I
Charge: 0
Relative energy (zero: lowest compared OMol25 entry of this formula, charge and spin) in eV: 0.0447
Frontier orbital gap in eV: 9.8

***

ORCA calculation (ωB97M-V with the def2-TZVPD basis set) on 2 unconnected molecules or ions with the total composition C18H32N2O2S in a non-equilibrium geometry.

```
55
Properties=species:S:1:pos:R:3:lowdin_charge:R:1
C -0.703 1.943 0.556 -0.025
C -2.160 2.292 0.958 -0.434
C -2.834 0.926 1.247 -0.015
C -2.286 3.329 2.095 -0.248
C -3.806 3.594 2.173 -0.129
C -4.235 3.530 0.694 -0.105
C -2.912 3.209 -0.032 -0.478
C -3.104 2.679 -1.461 -0.039
C -2.091 4.473 0.089 -0.679
S -1.652 5.512 -1.140 0.713
C -1.637 4.605 1.512 -0.150
H -0.196 1.440 1.385 0.091
H -0.706 1.275 -0.307 0.057
H -0.106 2.815 0.281 0.084
H -3.897 1.010 1.480 0.076
H -2.345 0.442 2.098 0.091
H -2.742 0.266 0.378 0.081
H -1.851 3.018 3.051 0.149
H -4.031 4.569 2.619 0.113
H -4.314 2.828 2.768 0.109
H -4.987 2.751 0.532 0.118
H -4.659 4.482 0.357 0.126
H -3.661 3.403 -2.063 0.077
H -3.662 1.739 -1.451 0.083
H -2.136 2.503 -1.940 0.079
H -2.005 5.524 1.978 0.126
H -0.546 4.593 1.589 0.121
C 2.582 -6.207 0.520 -0.053
N 2.691 -4.749 0.545 0.018
C 1.997 -3.929 -0.254 -0.474
O 1.207 -4.361 -1.086 0.059
C 2.342 -2.432 -0.158 -0.184
N 3.799 -2.195 -0.276 0.099
C 4.655 -2.569 -1.231 -0.547
C 4.188 -3.304 -2.472 0.028
O 5.840 -2.309 -1.101 0.036
C 1.500 -1.501 -1.072 -0.361
C 0.019 -1.485 -0.661 -0.072
C 1.990 -0.043 -1.019 -0.067
H 2.751 -6.571 -0.495 0.086
H 3.322 -6.654 1.186 0.085
H 1.582 -6.509 0.834 0.087
H 3.372 -4.335 1.163 0.136
H 2.080 -2.148 0.860 0.153
H 4.238 -1.665 0.461 0.150
H 5.039 -3.435 -3.139 0.088
H 3.428 -2.721 -2.984 0.079
H 3.796 -4.282 -2.206 0.078
H 1.566 -1.840 -2.104 0.126
H -0.544 -0.840 -1.336 0.076
H -0.091 -1.126 0.362 0.075
H -0.407 -2.484 -0.735 0.073
H 3.002 0.032 -1.414 0.074
H 1.349 0.584 -1.639 0.079
H 1.971 0.328 0.005 0.078
```

SMILES string: CC1(C)[C@@H]2CC[C@@]1(C)C(=S)C2.CNC(=O)[C@@H](NC(C)=O)C(C)C
Charge: 0
Frontier orbital gap in eV: 8.4